ORCA calculation (ωB97M-V/def2-TZVPD) on a 13-piece molecular cluster, H26O13 overall in a non-equilibrium geometry.

Its HOMO-LUMO gap is 10.01 eV. As for the total charge: 0. The spin multiplicity is 1. Its largest force on an atom is 1.25 eV/Å. For the HOMO energy, the calculation gives -10.51 eV. The value obtained for the energy relative to the best compared isomer or geometry (same formula, charge and spin) is 4.6723 eV.

Geometry (Å):
H  -0.03586  0.46777  -0.31117
H  0.55548  -0.83820  0.19361
H  1.35546  -2.28335  -1.26416
H  1.71359  -1.01862  -2.02722
H  -2.92356  0.92300  -1.63053
H  -4.23181  1.42456  -2.21955
H  2.83693  -2.16455  0.94913
H  2.53854  -2.87268  -0.36218
H  1.59306  -1.46551  2.19754
H  1.43423  -2.89194  1.69744
H  4.08441  0.15844  -1.83483
H  5.57728  0.03119  -1.57950
H  -5.01722  -0.34336  -1.06729
H  -4.00639  -0.98799  -0.13309
H  2.03314  3.24711  -0.92576
H  2.94361  3.48661  0.26744
H  -2.53076  2.63507  0.01669
H  -1.41024  3.49800  0.57333
H  -1.33510  -3.51111  2.19012
H  -0.09175  -3.53988  1.31645
H  0.99170  2.01371  2.71227
H  2.25233  2.37272  1.94289
H  -3.08969  1.04373  1.51326
H  -2.75848  0.30752  2.80102
H  -0.74858  -0.86206  -2.55987
H  -1.68268  0.31838  -2.76978
O  -0.27324  -0.34869  0.14273
O  1.51136  -1.95220  -2.15581
O  -3.69464  1.46166  -1.42014
O  2.83274  -2.02725  -0.00487
O  1.18770  -2.30985  2.42503
O  4.89393  0.67917  -1.78478
O  -4.27592  -0.95930  -1.05804
O  2.29177  3.92487  -0.29115
O  -1.69701  2.58096  0.49724
O  -1.05094  -3.62548  1.27625
O  1.70288  2.66343  2.67949
O  -2.36126  0.85739  2.11629
O  -1.11502  -0.09330  -2.10851

=====

ORCA calculation (ωB97M-V/def2-TZVPD) on one molecule with the formula C7H16N2O in a non-equilibrium geometry.

Its HOMO-LUMO gap is 9.75 eV. As for the total charge: 0. Its SMILES is [H]/N=C(/N)[C@@H](C)C(C)(C)OC. The spin multiplicity is 1. Its largest force on an atom is 3.30 eV/Å. For the HOMO energy, the calculation gives -8.95 eV. The value obtained for the energy relative to the best compared isomer or geometry (same formula, charge and spin) is 2.0850 eV.

Geometry (Å):
H  -0.77428  -0.77839  -2.51652
N  -1.15509  0.15818  -2.36336
C  -0.61453  0.74374  -1.35553
N  -0.93985  2.05780  -1.10464
C  0.79813  0.17097  -0.74111
C  1.83385  1.29085  -0.71331
C  0.40521  -0.47699  0.57917
C  1.15794  0.00703  1.81223
C  0.38683  -2.00415  0.52682
O  -1.06966  0.11370  0.80296
C  -2.24172  -0.66652  0.63750
H  -1.76854  2.33390  -1.61780
H  -0.98886  2.28962  -0.11982
H  1.13604  -0.58857  -1.45197
H  1.56354  2.09516  -0.02469
H  2.81446  0.91350  -0.40600
H  1.91865  1.74577  -1.70519
H  2.22279  -0.24111  1.74251
H  1.06579  1.08855  1.94081
H  0.75492  -0.46196  2.71544
H  0.07889  -2.36407  -0.45916
H  1.38958  -2.40238  0.72370
H  -0.28408  -2.43693  1.27280
H  -3.11682  -0.01857  0.74893
H  -2.29986  -1.42634  1.42215
H  -2.27335  -1.14278  -0.34592

=====

ORCA calculation (ωB97M-V/def2-TZVPD) on a 2-piece molecular cluster, C9H14O overall in a non-equilibrium geometry.

Its HOMO-LUMO gap is 9.74 eV. As for the total charge: 0. Its SMILES is Cc1ccccc1.CCO. The spin multiplicity is 1. Its largest force on an atom is 5.47 eV/Å. For the HOMO energy, the calculation gives -8.93 eV. The value obtained for the energy relative to the best compared isomer or geometry (same formula, charge and spin) is 1.6777 eV.

Geometry (Å):
C  1.29413  -0.69750  -1.84225
C  0.28883  0.42303  -1.51818
C  -0.94616  0.33335  -2.27438
C  -1.95102  1.33832  -1.93707
C  -1.66893  2.45129  -1.19710
C  -0.41876  2.52318  -0.45886
C  0.59376  1.50759  -0.63261
H  0.88392  -1.55800  -2.38355
H  1.86775  -1.16064  -1.02276
H  2.10105  -0.32479  -2.53728
H  -1.25924  -0.35029  -3.01712
H  -2.98800  1.12382  -2.34695
H  -2.23530  3.38083  -1.12173
H  -0.23645  3.25165  0.25929
H  1.52857  1.59002  -0.14644
C  -0.15164  -0.80541  2.76233
C  0.96300  -1.73338  2.19110
O  0.73189  -3.03357  2.67034
H  -0.33364  -0.92112  3.85727
H  -1.14255  -1.00522  2.36348
H  0.11291  0.28711  2.63558
H  0.94000  -1.71197  1.12030
H  1.89593  -1.38342  2.57775
H  0.12996  -3.52485  1.99884

=====

ORCA calculation (ωB97M-V/def2-TZVPD) on a 5-piece molecular cluster, C40H80N2O16 overall in a non-equilibrium geometry.

Its HOMO-LUMO gap is 7.46 eV. As for the total charge: 0. Its SMILES is CCCCOC1=CC(=O)C(N(C)C(C)=O)=C(NCCC)C1=O.COCCOCCOC.COCCOCCOC.COCCOCCOC.COCCOCCOC. The spin multiplicity is 1. Its largest force on an atom is 4.49 eV/Å. For the HOMO energy, the calculation gives -9.00 eV.

Geometry (Å):
C  2.51478  5.50429  4.22006
C  2.02452  6.11175  2.79741
C  0.88683  5.13267  2.24752
C  0.49794  5.35067  0.71293
O  -0.44955  4.34323  0.20056
C  -1.70866  4.61220  0.84946
C  -2.14124  3.85118  1.96863
C  -3.51197  4.14191  2.75799
O  -3.93723  3.21176  3.46679
C  -4.16437  5.57062  2.56698
N  -5.12287  6.23354  3.45315
C  -4.47894  7.11525  4.47255
C  -6.12094  5.31772  4.02930
C  -7.51959  5.04644  3.31648
O  -5.89246  4.68702  5.09820
C  -3.73609  6.31720  1.42184
N  -4.26883  7.67034  1.21033
C  -3.19407  8.69799  1.07220
C  -2.18770  8.78907  2.31457
C  -2.37342  10.14246  3.19682
C  -2.66707  5.78570  0.37058
O  -2.54212  6.20132  -0.79983
H  3.01035  4.48665  4.04679
H  3.19760  6.25769  4.73474
H  1.59159  5.32102  4.88540
H  1.52811  7.12104  3.04597
H  2.89279  6.27512  2.07761
H  1.15583  4.02660  2.39886
H  -0.04456  5.31832  2.89943
H  -0.02403  6.35968  0.59802
H  1.44229  5.34339  0.07833
H  -1.44879  3.00137  2.30678
H  -5.10874  7.11253  5.42560
H  -3.37343  6.91702  4.64507
H  -4.55684  8.19152  4.06105
H  -7.50401  4.10156  2.68217
H  -7.82668  5.97356  2.73416
H  -8.31836  4.87963  4.12154
H  -4.77493  7.69911  0.30248
H  -2.56701  8.56075  0.11305
H  -3.66831  9.74392  0.96391
H  -2.25146  7.92251  3.04872
H  -1.10956  8.80098  1.90573
H  -3.49975  10.30688  3.30124
H  -1.87035  9.91515  4.20369
H  -1.83454  11.01985  2.71206
C  -1.62932  -4.39105  0.83408
O  -1.33772  -3.15308  0.21441
C  -2.10939  -2.92799  -0.96092
C  -2.47638  -1.45349  -1.09233
O  -3.49083  -1.01992  -0.18572
C  -3.12009  -0.92706  1.18977
C  -2.13450  0.19700  1.49071
O  -0.82620  -0.15689  1.06219
C  -0.09047  0.96607  0.63443
H  -1.26352  -5.21846  0.21974
H  -1.12559  -4.41368  1.80186
H  -2.70528  -4.49277  1.01026
H  -3.02360  -3.53026  -0.95579
H  -1.49249  -3.22542  -1.81617
H  -2.89896  -1.30593  -2.09211
H  -1.59913  -0.80945  -1.03368
H  -2.76756  -1.88737  1.56766
H  -4.04877  -0.70659  1.72566
H  -2.08997  0.36380  2.57311
H  -2.47277  1.11762  1.00222
H  -0.65011  1.53323  -0.11670
H  0.83550  0.61478  0.17403
H  0.15448  1.60944  1.48902
C  5.34127  -5.32203  -4.49982
O  4.63176  -4.13394  -4.20392
C  4.21971  -3.42893  -5.36970
C  2.85432  -2.78223  -5.15810
O  1.76273  -3.70381  -5.17179
C  1.64873  -4.58215  -4.05172
C  1.25544  -3.88523  -2.75290
O  2.36439  -3.18082  -2.20705
C  1.98207  -2.00324  -1.52024
H  6.32349  -5.08624  -4.91926
H  5.47390  -5.87707  -3.56971
H  4.77254  -5.95178  -5.19194
H  4.17485  -4.09358  -6.23831
H  4.96497  -2.64759  -5.55735
H  2.67402  -2.10759  -6.00207
H  2.83189  -2.16266  -4.26191
H  2.54962  -5.18477  -3.93199
H  0.84393  -5.27804  -4.31106
H  0.94865  -4.63398  -2.01295
H  0.41472  -3.20916  -2.94494
H  1.35720  -1.36580  -2.15615
H  2.88822  -1.44812  -1.26842
H  1.44627  -2.25504  -0.59684
C  -2.34027  -6.47033  -3.86165
O  -1.72973  -7.53514  -3.15644
C  -1.84029  -7.39974  -1.74403
C  -2.03064  -8.76086  -1.08208
O  -3.33289  -9.32035  -1.26033
C  -3.66022  -9.78302  -2.57088
C  -2.89002  -11.02749  -3.00153
O  -1.55192  -10.69147  -3.35224
C  -0.63041  -11.72126  -3.05118
H  -1.76985  -5.54634  -3.72792
H  -2.35484  -6.73087  -4.92119
H  -3.37537  -6.32999  -3.53303
H  -2.67554  -6.74558  -1.47348
H  -0.90621  -6.95024  -1.38762
H  -1.92119  -8.62076  -0.00114
H  -1.25700  -9.46890  -1.37783
H  -3.57528  -8.97973  -3.30346
H  -4.72115  -10.04938  -2.52616
H  -3.36233  -11.46016  -3.89081
H  -2.91215  -11.76547  -2.19191
H  -0.71943  -12.03129  -2.00435
H  0.37709  -11.33062  -3.20518
H  -0.78736  -12.58108  -3.71363
C  6.41956  2.23788  -1.86283
O  6.62480  1.76856  -0.54350
C  7.07691  2.78578  0.34351
C  6.47821  2.59755  1.73387
O  5.09628  2.94870  1.82739
C  4.16673  2.07756  1.18232
C  4.03051  0.71036  1.84589
O  5.15363  -0.10789  1.53917
C  5.49032  -0.99407  2.58900
H  7.37614  2.47309  -2.33796
H  5.92399  1.44779  -2.42938
H  5.76659  3.11699  -1.86509
H  6.81709  3.78105  -0.03105
H  8.16785  2.70217  0.40499
H  6.99744  3.28258  2.41281
H  6.65369  1.59391  2.12005
H  4.38398  1.99140  0.11702
H  3.19713  2.58139  1.26027
H  3.14015  0.20262  1.45723
H  3.92152  0.84179  2.92835
H  5.61746  -0.45169  3.53225
H  6.44064  -1.46954  2.33983
H  4.72013  -1.76685  2.69931

=====

ORCA calculation (ωB97M-V/def2-TZVPD) on C31H28N5O6S2Sr as an isolated structure.

Its HOMO-LUMO gap is 7.39 eV. As for the total charge: -1. The spin multiplicity is 1. Its largest force on an atom is 0.97 eV/Å. For the HOMO energy, the calculation gives -4.97 eV. The value obtained for the energy relative to the best compared isomer or geometry (same formula, charge and spin) is 0.4334 eV.

Geometry (Å):
Sr  0.38526  -0.99362  -0.34000
C  -6.99388  -2.41989  4.37710
C  -5.54034  -2.19177  4.06421
C  -4.54447  -2.78684  4.82837
C  -3.20158  -2.57123  4.54862
C  -2.84164  -1.75125  3.49363
C  -3.82322  -1.14115  2.72222
C  -5.15872  -1.36584  3.00721
S  -1.12817  -1.48032  3.06687
O  -0.96163  -0.04860  2.96511
O  -0.36629  -2.19807  4.07015
N  -0.96437  -2.04998  1.60890
C  -0.71658  -3.38363  1.34757
C  -1.22230  -4.47463  2.07235
C  -0.91764  -5.74895  1.64159
C  -0.12801  -5.93234  0.51003
C  0.33237  -4.80175  -0.13878
N  0.06358  -3.56641  0.27172
H  -7.20908  -3.48000  4.52115
H  -7.63062  -2.05490  3.57148
H  -7.28900  -1.90073  5.29196
H  -4.82027  -3.43057  5.65700
H  -2.42413  -3.02986  5.14628
H  -3.53473  -0.50602  1.89426
H  -5.91949  -0.89672  2.39402
H  -1.84233  -4.31799  2.94160
H  -1.30324  -6.60332  2.18567
H  0.12535  -6.91664  0.14196
H  0.95982  -4.87683  -1.02047
C  -1.91518  0.59991  -8.71725
C  -1.73137  0.39323  -7.23969
C  -2.74992  -0.14611  -6.45894
C  -2.57877  -0.35838  -5.09962
C  -1.37665  -0.01750  -4.50531
C  -0.34134  0.51563  -5.26243
C  -0.52568  0.71674  -6.62215
S  -1.10281  -0.34159  -2.79033
O  -2.36361  -0.24183  -2.07593
O  -0.12279  0.66091  -2.32150
N  -0.55140  -1.78533  -2.63151
C  0.68852  -2.13256  -3.36239
C  2.01852  -1.42068  -2.95829
O  2.72137  -0.93581  -3.84301
O  2.25089  -1.44431  -1.69963
H  -2.96839  0.55933  -8.99681
H  -1.39004  -0.16413  -9.29513
H  -1.52362  1.56868  -9.03232
H  -3.69757  -0.40054  -6.92124
H  -3.37890  -0.77345  -4.50098
H  0.60565  0.74796  -4.79213
H  0.28683  1.12787  -7.21073
H  0.55307  -2.01839  -4.44363
H  0.85123  -3.19389  -3.15594
C  3.74013  -2.73466  3.00387
C  4.83187  -1.89366  2.88709
C  4.72528  -0.76764  2.08933
C  3.52932  -0.52141  1.41883
N  2.47667  -1.33223  1.53950
C  2.58411  -2.40542  2.31423
C  3.37185  0.69134  0.55456
C  4.47959  1.37977  0.06866
C  4.28338  2.50835  -0.70632
C  2.99130  2.92293  -0.97390
C  1.94729  2.16429  -0.47171
N  2.12707  1.07689  0.27178
H  3.76420  -3.62054  3.62285
H  5.75272  -2.10085  3.41763
H  5.55248  -0.07874  2.00634
H  1.69742  -3.02079  2.40181
H  5.47919  1.01739  0.25545
H  5.13214  3.04423  -1.11161
H  2.78331  3.78836  -1.58694
H  0.92037  2.41530  -0.70897

=====

ORCA calculation (ωB97M-V/def2-TZVPD) on a 2-piece molecular cluster, C2H4ClNO2 overall in a non-equilibrium geometry.

Its HOMO-LUMO gap is 9.60 eV. As for the total charge: 0. Its SMILES is O=NCl.CC=O. The spin multiplicity is 1. Its largest force on an atom is 3.37 eV/Å. For the HOMO energy, the calculation gives -9.98 eV. The value obtained for the energy relative to the best compared isomer or geometry (same formula, charge and spin) is 3.4606 eV.

Geometry (Å):
O  -1.77943  -2.98955  0.14721
N  -1.22179  -2.42399  0.98032
Cl  0.52686  -2.65805  1.11676
C  0.48742  1.63897  0.15672
C  0.30826  0.51337  -0.87199
O  -0.50269  -0.36646  -0.78975
H  0.98023  1.36638  0.99579
H  0.85847  2.56391  -0.22943
H  -0.48762  1.86132  0.46594
H  0.83028  0.49410  -1.97158